# 1
ORCA calculation (wB97M-V/def2-TZVPD) on C43H45As2N2O9S2Ti as an isolated structure.

Geometry (Å):
Ti1 1.13671 -1.28296 -0.43626
C1 -2.80260 -1.06451 5.43018
C2 -1.71963 -1.99656 4.87137
C3 -1.65023 -3.27210 5.72035
C4 -0.37688 -1.27374 4.95935
C5 -2.07195 -2.36403 3.43045
C6 -3.29088 -3.02278 3.15775
C7 -3.69038 -3.34400 1.87776
C8 -2.84736 -2.99795 0.82043
S1 -3.04443 -3.19864 -0.89303
C9 -1.52495 -2.40190 -1.13937
N1 -0.90552 -2.05151 -0.05626
C10 -1.63542 -2.37033 1.07992
C11 -1.23991 -2.05228 2.37652
C12 -0.89727 -2.17070 -2.46016
C13 -1.62087 -2.32457 -3.64045
C14 -0.97121 -2.12811 -4.84494
C15 0.38196 -1.79284 -4.84201
C16 1.06858 -1.63255 -3.64842
C17 0.45526 -1.80969 -2.40028
H1 -2.55874 -0.78140 6.45699
H2 -3.78282 -1.54393 5.43836
H3 -2.87648 -0.15535 4.83135
H4 -1.37190 -3.02538 6.74773
H5 -0.90696 -3.96409 5.32074
H6 -2.61024 -3.78953 5.74873
H7 -0.17423 -1.01677 6.00132
H8 -0.37606 -0.34791 4.38088
H9 0.44711 -1.89318 4.59999
H10 -3.94818 -3.27511 3.98006
H11 -4.63894 -3.83374 1.70374
H12 -0.29394 -1.54748 2.51596
H13 -2.67732 -2.57091 -3.62963
H14 -1.51285 -2.21771 -5.77781
H15 0.89109 -1.63578 -5.78637
H16 2.11780 -1.35173 -3.68261
O1 3.08103 -1.23550 -0.67902
N2 3.88234 -0.33666 -0.12926
C18 5.11060 -0.24339 -0.68121
C19 6.01922 0.66554 -0.21859
C20 5.63826 1.49472 0.84477
C21 4.39436 1.36238 1.39695
C22 3.46303 0.41068 0.92561
S2 1.91593 0.15400 1.61761
H17 5.26614 -0.93201 -1.49723
H18 6.99267 0.72332 -0.68132
H19 6.32395 2.23791 1.22948
H20 4.07318 1.98480 2.22011
C23 1.63503 -3.28886 0.47866
C24 2.40181 -4.14672 -0.45119
C25 3.80104 -4.15898 -0.48238
C26 4.50610 -4.92109 -1.40134
C27 3.83828 -5.70734 -2.33183
C28 2.44757 -5.71784 -2.31403
C29 1.75055 -4.95567 -1.39245
H21 2.22964 -3.04331 1.36512
H22 0.72614 -3.80678 0.79846
H23 4.33846 -3.55144 0.23801
H24 5.59037 -4.89986 -1.38702
H25 4.38683 -6.30078 -3.05216
H26 1.89748 -6.31929 -3.02825
H27 0.66494 -4.95983 -1.40702
C30 0.81364 3.45092 2.93238
O2 -0.61905 3.32413 2.81713
C31 -1.05316 2.38133 1.93350
O3 -1.70205 1.43540 2.30291
C32 -0.77229 2.64102 0.47047
C33 -0.62479 3.87678 -0.01589
As1 -0.06140 4.34500 -1.89630
C34 -1.13418 5.97848 -2.11264
C35 -0.99310 2.88046 -2.70770
C36 -0.29316 1.72750 -2.24722
As2 -0.82596 0.95406 -0.56554
C37 -2.76025 0.75729 -0.69478
C38 1.12176 1.54826 -2.37276
O4 1.81884 0.88260 -1.59143
O5 1.68749 2.14084 -3.44821
C39 3.10014 1.99588 -3.53210
C40 -2.38250 2.79591 -3.09448
O6 -2.93313 1.82142 -3.57111
O7 -3.08404 3.96019 -2.88333
C41 -4.43655 3.91189 -3.32029
C42 -0.73043 5.12590 0.82067
O8 0.21917 5.80992 1.09767
O9 -1.96740 5.52519 1.19563
C43 -3.13424 4.77428 0.82562
H28 0.99032 4.36607 3.49009
H29 1.27842 3.52688 1.95081
H30 1.20428 2.58254 3.46165
H31 -0.51669 6.82265 -1.80848
H32 -2.06559 5.97731 -1.55608
H33 -1.37063 6.05225 -3.17331
H34 -3.24347 1.73083 -0.75855
H35 -3.09833 0.23577 0.20064
H36 -2.98971 0.19232 -1.59595
H37 3.39457 2.52964 -4.43300
H38 3.38025 0.94430 -3.60850
H39 3.58894 2.42663 -2.65688
H40 -4.85429 4.89196 -3.09724
H41 -4.99227 3.13393 -2.79523
H42 -4.49492 3.71028 -4.39016
H43 -3.96615 5.46012 0.97174
H44 -3.25796 3.91029 1.47826
H45 -3.09546 4.45530 -0.21478

Atoms 1-3, force components in eV/Å:
Ti 0.060 0.232 1.025
C -0.040 0.026 0.018
C -0.028 -0.011 -0.074

Results
* highest occupied orbital energy (alpha / beta): -4.12 / -4.57 eV
* multiplicity: 3
* charge: -1
* energy above the lowest of the compared OMol25 structures with the same formula, charge and spin: 60.7 kJ/mol
* lowest unoccupied orbital energy (alpha / beta): 2.3 / 2.0 eV
* max |F|: 1.05 eV/A

Atom charges from the Mulliken analysis, given in e for atoms 1 to 6:
1 Ti -0.117
2 C -1.709
3 C 2.119
4 C -1.819
5 C -1.765
6 C 0.265

***

# 2
ORCA calculation (wB97M-V/def2-TZVPD) on a 2-piece molecular cluster, C5H12O overall.

Geometry (Å):
C1 1.34764 1.60745 -0.63257
C2 2.08497 0.74688 0.08437
C3 2.63357 -0.58613 -0.25769
H1 1.57094 2.66460 -0.57358
H2 0.34807 1.37594 -0.99860
H3 2.80258 1.28406 0.71953
H4 2.06460 -1.21334 -0.95632
H5 3.56947 -0.48817 -0.81989
H6 2.91947 -1.22210 0.58983
C4 -1.67814 0.45533 1.07535
C5 -1.53279 -0.47182 -0.13974
O1 -2.40226 -1.59631 -0.22248
H7 -2.59809 0.19407 1.60580
H8 -0.85779 0.26378 1.77113
H9 -1.60529 1.50400 0.79622
H10 -0.53824 -0.88801 -0.30375
H11 -1.76512 0.17852 -0.99558
H12 -3.30907 -1.29277 -0.06002

Atoms 1-3, force components in eV/Å:
C -1.232 -0.367 1.082
C 2.078 1.656 -0.783
C -0.387 -1.952 -0.227

Results
* highest occupied orbital energy: -9.26 eV
* energy above the lowest of the compared OMol25 structures with the same formula, charge and spin: 232.5 kJ/mol
* lowest unoccupied orbital energy: 0.9 eV
* SMILES: C=CC.CCO
* max |F|: 2.77 eV/A

Atom charges from the natural (NBO) analysis, given in e for atoms 1 to 6:
1 C -0.393
2 C -0.171
3 C -0.658
4 H 0.193
5 H 0.188
6 H 0.178

***

# 3
ORCA calculation (wB97M-V/def2-TZVPD) on a 2-piece molecular cluster, C28H38N3O11P overall.

Geometry (Å):
C1 9.58789 -1.33881 -0.63316
C2 8.65687 -0.84322 0.58969
C3 7.26395 -1.61233 0.65074
C4 6.17256 -1.05922 -0.37800
O1 4.87096 -1.19669 0.26666
C5 4.01495 -0.14240 0.01548
C6 2.68413 -0.47120 -0.66114
C7 2.30630 -1.95088 -1.10583
O2 3.15235 -2.52383 -1.78264
O3 1.10687 -2.54150 -0.75080
C8 0.42051 -3.15557 -1.87755
C9 -1.07171 -2.60318 -2.06353
C10 -1.94064 -2.65867 -0.72891
C11 -3.18964 -1.67762 -0.87546
C12 -4.54146 -2.24210 -0.26093
C13 -5.52102 -1.07636 0.26351
C14 -6.54884 -0.64584 -0.87723
C15 -7.38448 0.62889 -0.36081
O4 -8.14435 0.26442 0.81961
C16 -7.65702 0.98512 1.93703
C17 -6.96214 0.20663 3.12988
O5 -7.78270 2.20114 2.04829
C18 1.65972 0.60776 -0.93601
N1 0.40924 0.31510 -1.54708
C19 2.01682 2.02939 -0.50909
C20 1.04479 3.23016 -0.68821
C21 0.49724 3.83692 0.59748
C22 -0.44882 4.99562 0.62069
C23 -0.86583 5.59651 -0.70860
C24 -0.32723 5.00934 -1.99481
C25 0.63090 3.83395 -1.99363
N2 3.27449 2.32057 0.08305
N3 3.58176 3.64938 0.43017
C26 4.07756 4.24680 -0.59860
O6 4.24523 4.75212 -1.63625
C27 4.25238 1.30873 0.34876
P1 5.84264 1.91624 1.16178
O7 7.03834 2.25498 -0.00164
O8 6.37168 0.84406 2.35230
H1 9.66502 -0.51768 -1.41779
H2 9.17478 -2.29639 -1.07068
H3 10.63098 -1.49120 -0.21148
H4 9.22966 -1.13600 1.53486
H5 8.56987 0.28245 0.62449
H6 7.48995 -2.71798 0.47762
H7 6.91186 -1.54939 1.73254
H8 6.21069 -1.76745 -1.27322
H9 6.40040 -0.02873 -0.77391
H10 0.31465 -4.27620 -1.69203
H11 0.94191 -3.03199 -2.87120
H12 -1.54909 -3.29386 -2.83341
H13 -1.08226 -1.56717 -2.51681
H14 -1.25217 -2.39575 0.13099
H15 -2.36602 -3.71218 -0.64095
H16 -2.88520 -0.68156 -0.40508
H17 -3.36621 -1.45709 -1.97809
H18 -5.03663 -2.87796 -1.06846
H19 -4.36255 -2.93401 0.61586
H20 -4.86444 -0.20226 0.59011
H21 -6.13680 -1.49978 1.11499
H22 -5.99394 -0.38009 -1.83844
H23 -7.24534 -1.49885 -1.14377
H24 -6.69219 1.49874 -0.15929
H25 -8.11956 0.90111 -1.18897
H26 -7.65107 -0.56597 3.59412
H27 -6.71589 0.95906 3.94886
H28 -5.99318 -0.27600 2.81519
H29 -0.20410 1.13576 -1.60140
H30 0.50654 -0.16111 -2.44817
H31 0.78837 3.41184 1.60998
H32 -0.85585 5.43004 1.58525
H33 -1.56797 6.48634 -0.73616
H34 -0.68310 5.47975 -2.95403
H35 1.00987 3.40795 -2.96124
H36 6.69938 2.01463 -0.89782
H37 6.80550 1.37538 3.05857
C28 -7.67300 -3.56228 3.45434
O9 -8.07424 -4.71889 3.72928
O10 -8.17976 -2.62824 4.33357
O11 -6.92147 -3.14772 2.55140
H38 -8.67166 -3.30373 4.83517

Atoms 1-3, force components in eV/Å:
C -0.154 0.956 0.622
C 0.732 -0.992 0.159
C 0.677 0.436 0.540

Results
* highest occupied orbital energy: -5.89 eV
* lowest unoccupied orbital energy: -3.5 eV
* max |F|: 4.21 eV/A

Atom charges from the Mulliken analysis, given in e for atoms 1 to 6:
1 C -0.985
2 C -0.371
3 C -0.728
4 C -0.397
5 O -0.419
6 C 0.407

***

# 4
ORCA calculation (wB97M-V/def2-TZVPD) on a 3-piece molecular cluster, C4H12NO overall.

Geometry (Å):
C1 0.77666 2.12665 0.80664
C2 1.41473 0.90214 0.33184
C3 0.94011 -0.30068 0.83422
C4 1.28603 -1.50525 0.32760
N1 -2.46972 -1.59094 -0.11454
H1 1.31364 3.02155 0.48406
H2 0.72354 2.17668 1.89221
H3 2.26675 0.95635 -0.34264
H4 -0.21232 2.25534 0.34960
H5 0.12799 -0.22474 1.55556
H6 0.94281 -2.43500 0.77132
H7 1.98167 -1.64884 -0.49191
H8 -1.75239 -1.59298 -0.82164
H9 -2.29061 -2.31733 0.56595
H10 -3.38052 -1.74474 -0.52036
H11 -1.09033 1.31579 -2.06783
H12 -0.00991 0.47336 -1.42083
O1 -0.95551 0.49202 -1.58396

Atoms 1-3, force components in eV/Å:
C 1.002 1.390 -0.656
C -0.245 0.206 0.673
C -0.787 -0.051 -0.033

Results
* highest occupied orbital energy: -12.73 eV
* charge: +1
* energy above the lowest of the compared OMol25 structures with the same formula, charge and spin: 340.6 kJ/mol
* lowest unoccupied orbital energy: -7.4 eV
* max |F|: 1.83 eV/A

Atom charges from the natural (NBO) analysis, given in e for atoms 1 to 6:
1 C -0.750
2 C 0.251
3 C -0.366
4 C 0.009
5 N -1.086
6 H 0.262

***

Copy entry 4 word for word.
ORCA calculation (wB97M-V/def2-TZVPD) on a 3-piece molecular cluster, C4H12NO overall.

Geometry (Å):
C1 0.77666 2.12665 0.80664
C2 1.41473 0.90214 0.33184
C3 0.94011 -0.30068 0.83422
C4 1.28603 -1.50525 0.32760
N1 -2.46972 -1.59094 -0.11454
H1 1.31364 3.02155 0.48406
H2 0.72354 2.17668 1.89221
H3 2.26675 0.95635 -0.34264
H4 -0.21232 2.25534 0.34960
H5 0.12799 -0.22474 1.55556
H6 0.94281 -2.43500 0.77132
H7 1.98167 -1.64884 -0.49191
H8 -1.75239 -1.59298 -0.82164
H9 -2.29061 -2.31733 0.56595
H10 -3.38052 -1.74474 -0.52036
H11 -1.09033 1.31579 -2.06783
H12 -0.00991 0.47336 -1.42083
O1 -0.95551 0.49202 -1.58396

Atoms 1-3, force components in eV/Å:
C 1.002 1.390 -0.656
C -0.245 0.206 0.673
C -0.787 -0.051 -0.033

Results
* highest occupied orbital energy: -12.73 eV
* charge: +1
* energy above the lowest of the compared OMol25 structures with the same formula, charge and spin: 340.6 kJ/mol
* lowest unoccupied orbital energy: -7.4 eV
* max |F|: 1.83 eV/A

Atom charges from the natural (NBO) analysis, given in e for atoms 1 to 6:
1 C -0.750
2 C 0.251
3 C -0.366
4 C 0.009
5 N -1.086
6 H 0.262

***

Q: The lowest max |F| belongs to which entry?
A: C43H45As2N2O9S2Ti